The following is a quantum chemistry calculation of C42H56N3O3PSbTi as an isolated structure, from the Open Molecules 2025 dataset.

Output
Max |F|   3.92 eV/Å
<S²>   0.763
Orbital gap (spin up / spin down)   0.2380 / 0.2528 Eh
E_LUMO (spin up / spin down)   -0.4 / -0.4 eV
HOMO energy (spin up / spin down)   -6.85 / -7.27 eV
Multiplicity   2

Last column: Löwdin charge in e.
Atoms and positions in Å:
C (3.14, -0.61, -4.75)  -0.0870
H (-4.52, -2.20, -1.00)  0.0761
C (-4.87, -1.20, -1.29)  -0.1100
H (1.88, -5.61, -2.32)  0.0462
C (2.90, -0.21, -1.06)  -0.0369
H (5.63, 3.93, -1.07)  0.0744
C (3.52, 3.60, -1.37)  -0.2727
H (-5.50, 0.22, 1.13)  0.0513
C (-4.79, 0.08, 1.94)  -0.1172
C (1.99, 2.92, 0.39)  -0.2077
H (-5.77, 4.09, 0.73)  0.0715
C (-1.27, 3.85, -0.03)  -0.0036
C (1.08, 2.45, -0.58)  -0.2416
H (-1.65, -1.23, 2.50)  0.0259
N (-0.09, 1.73, -0.20)  -0.0961
C (1.34, 2.69, -1.94)  -0.1980
C (2.32, 0.29, 6.22)  -0.0755
C (1.81, -0.86, -5.09)  -0.0667
C (-2.50, 1.78, 0.15)  -0.2734
H (3.93, 0.02, 2.25)  0.0707
C (1.85, -0.10, 3.50)  -0.0981
Ti (0.12, -0.18, -0.16)  0.6949
H (-1.71, -3.07, -0.92)  0.0181
H (5.14, 3.79, -2.77)  0.0728
C (-0.99, -3.85, -1.18)  -0.4170
C (2.50, -0.41, -2.42)  -0.1388
H (2.51, 0.45, 7.28)  0.1045
H (1.54, -1.02, -6.12)  0.1068
H (4.79, 5.26, -1.86)  0.0810
H (3.14, -6.44, -1.41)  0.0642
C (-3.70, -0.23, -1.45)  -0.4983
H (-5.29, -0.51, 2.71)  0.0840
H (4.50, -0.17, -3.15)  0.1163
H (-4.55, 1.05, 2.36)  0.0772
H (0.18, 0.16, 6.45)  0.1005
H (3.95, -0.06, -0.82)  0.1450
C (3.47, -0.38, -3.43)  -0.0299
H (-0.33, 4.38, -0.17)  0.1160
H (-5.21, 5.20, -0.52)  0.0783
H (0.80, 2.24, 2.05)  0.0701
C (1.77, -5.29, -0.17)  -0.4358
H (-2.35, 0.28, 3.07)  0.0854
H (-1.17, -3.31, 1.80)  0.0303
H (-2.40, 5.65, 0.14)  0.1152
N (2.52, -0.15, 1.20)  0.0969
H (-3.46, -0.41, -3.60)  0.0854
H (-5.60, -0.88, -0.56)  0.0547
H (-3.79, -1.68, 1.22)  0.0979
C (1.15, -0.67, -2.77)  -0.3192
H (2.48, 2.64, 2.47)  0.0819
C (-0.25, -3.89, 1.78)  -0.4230
H (-4.81, 5.50, 1.17)  0.0763
H (2.44, -5.33, 0.69)  0.0397
C (2.56, 3.25, -2.31)  -0.0131
C (-2.44, 4.56, 0.13)  -0.0383
O (0.32, -0.46, 1.68)  -0.2143
H (-0.20, -1.07, -4.38)  0.1153
C (3.17, 0.06, 3.98)  -0.2704
H (-4.09, 0.77, -1.62)  0.0961
C (0.54, -3.69, 3.07)  -0.1764
C (-3.52, -0.66, 1.52)  -0.5219
H (-3.08, -1.26, 3.55)  0.0870
H (-0.21, -0.18, 4.03)  0.0975
H (4.40, 0.38, 5.68)  0.1180
H (-1.94, -0.10, -2.74)  0.0394
H (-2.68, -1.70, -2.68)  0.0648
Sb (0.81, -3.33, -0.04)  1.5000
C (-1.26, 2.44, -0.02)  -0.2780
H (1.31, 3.92, 2.15)  0.0919
C (2.55, -5.52, -1.47)  -0.2043
H (0.79, -2.64, 3.21)  0.0348
H (3.90, -0.59, -5.51)  0.1014
H (0.76, 2.08, -3.92)  0.0804
O (0.20, -0.71, -1.84)  -0.2708
H (-1.35, -4.80, -0.79)  0.0514
O (4.25, 0.06, 3.18)  0.0627
H (-0.52, -4.94, 1.67)  0.0465
H (3.91, 3.77, 0.73)  0.1220
C (4.84, 4.17, -1.79)  -0.0543
C (1.63, 2.91, 1.85)  -0.0183
P (-2.54, -0.05, 0.04)  1.1178
C (0.80, -0.06, 4.41)  -0.0212
C (3.20, 3.45, -0.02)  -0.0073
H (1.00, -6.05, -0.04)  0.0484
H (-0.03, -4.02, 3.94)  0.0713
C (0.83, -0.89, -4.11)  -0.0253
H (-1.74, -4.19, -3.18)  0.0701
H (-4.62, 2.03, 0.31)  0.0922
C (-3.67, 2.54, 0.26)  -0.0734
H (2.76, 3.42, -3.36)  0.1216
C (1.02, 0.13, 5.76)  -0.0833
H (-0.46, -2.97, -3.09)  0.0305
H (-0.26, 3.34, -3.20)  0.0924
C (-3.67, 3.92, 0.28)  -0.2840
H (3.24, -4.70, -1.67)  0.0585
H (-5.38, -1.29, -2.25)  0.0821
C (-2.89, -0.63, -2.69)  -0.1169
H (-0.06, -4.68, -2.96)  0.0508
C (0.30, 2.42, -2.99)  -0.0169
C (-2.59, -0.73, 2.73)  -0.1349
C (-4.94, 4.72, 0.42)  -0.0566
C (-0.80, -3.93, -2.69)  -0.1809
H (-0.42, 1.67, -2.66)  0.0570
N (2.04, -0.21, -0.08)  -0.1355
C (3.38, 0.25, 5.34)  -0.0108
C (1.55, -0.25, 2.08)  -0.4223
H (1.48, -4.26, 3.05)  0.0640

=====

The following is a quantum chemistry calculation of C33H51Br2NO4PtSSb2Si as an isolated structure, from the Open Molecules 2025 dataset.

Output
Max |F|   1.10 eV/Å
Orbital gap   0.2671 Eh
E_LUMO   -0.5 eV
HOMO energy   -7.73 eV
Multiplicity   1

Last column: Löwdin charge in e.
Atoms and positions in Å:
C (0.63, 4.87, -1.36)  -0.0175
C (2.54, -1.35, 5.00)  -0.0166
C (-3.59, 0.40, -1.56)  -0.0446
H (-2.30, -4.41, 0.80)  0.0066
H (0.39, 1.96, 3.50)  0.0670
H (-2.52, -5.05, -2.23)  0.1114
H (-5.28, 1.92, -0.06)  0.0859
H (-2.87, 1.94, 4.23)  0.0898
Sb (1.61, -0.80, -2.10)  1.3441
C (3.19, 0.04, -3.22)  -0.2688
C (1.67, 3.58, 0.51)  -0.0275
C (5.28, -1.39, 1.79)  -0.6111
H (-1.95, -2.85, 1.58)  -0.0136
C (0.89, -0.76, 3.38)  -0.1396
H (2.24, 1.83, -1.42)  0.0184
O (-1.00, 2.94, 1.61)  -0.1478
H (1.50, 5.53, -1.40)  0.0872
H (-2.97, 4.41, 2.55)  0.0896
H (-0.55, -6.16, 1.51)  -0.0003
H (2.60, 4.15, 0.42)  0.0940
O (3.51, -0.68, 0.37)  -0.3271
H (1.47, 2.66, -2.80)  0.0901
Si (-1.14, 1.99, 0.29)  -0.0954
C (1.96, 2.80, -1.83)  -0.0595
C (4.88, -1.71, 4.14)  -0.6335
H (-2.28, -2.48, -5.64)  0.1028
C (-2.45, 1.83, 3.22)  -0.0350
C (-0.51, -2.67, -4.45)  -0.0814
C (-1.95, -4.36, -2.85)  -0.0560
O (-0.19, 2.71, -0.83)  -0.1588
C (-4.90, 2.43, -0.94)  -0.0315
H (-0.68, -5.75, -1.18)  0.0585
H (0.42, 3.70, 3.78)  0.0858
H (2.05, -3.48, -2.39)  0.0479
H (2.08, -2.59, -3.92)  0.0630
C (3.97, -1.03, 1.55)  -0.4197
C (-0.01, -4.93, -1.42)  -0.3479
C (-0.03, 0.15, -3.05)  -0.2869
C (0.34, -5.54, 1.69)  -0.3510
C (-2.57, -3.76, -3.94)  -0.0808
H (2.84, 0.11, -4.25)  0.0195
C (-2.10, 4.30, 3.19)  -0.0243
H (-0.47, 2.64, 4.89)  0.0897
C (3.09, -1.05, 2.68)  -0.1348
C (0.10, -3.22, -3.33)  -0.2829
H (0.09, 0.23, -4.13)  0.0257
H (1.23, -6.13, 1.52)  -0.0046
H (-0.11, 1.14, -2.60)  -0.0240
H (0.49, -1.03, 5.48)  0.1127
C (1.50, -2.77, -3.00)  -0.2768
H (-4.85, 3.50, -0.73)  0.0865
C (-3.52, 1.90, -1.30)  -0.6431
C (-1.79, -3.46, 0.70)  -0.3481
H (-0.93, -0.41, -2.83)  -0.0060
H (-2.97, 3.71, -2.35)  0.0923
C (3.51, -1.37, 3.97)  -0.1845
H (-1.39, 5.10, 2.95)  0.0857
H (-5.60, 2.27, -1.76)  0.0859
H (0.19, 4.80, -2.36)  0.0872
H (0.34, -5.22, 2.73)  -0.0068
N (1.77, -0.75, 2.41)  -0.0648
H (-4.30, 0.20, -2.37)  0.0905
H (3.42, 1.03, -2.83)  -0.0099
H (-3.26, 1.89, 2.50)  0.0849
H (4.09, -0.58, -3.16)  0.0177
C (1.24, -1.06, 4.71)  -0.0255
C (-1.44, 2.94, 2.96)  -0.6416
H (-2.18, -2.91, -0.16)  -0.0131
C (-0.61, -4.13, -2.54)  -0.2797
Sb (0.30, -3.82, 0.41)  1.3089
Br (5.53, -2.19, 5.85)  0.7771
H (0.06, -2.01, -5.09)  0.1094
H (-3.61, -3.97, -4.14)  0.1020
C (-1.83, -2.93, -4.77)  -0.0825
H (2.84, -1.58, 6.02)  0.0825
H (0.96, -5.35, -1.69)  0.0589
H (-2.41, 4.41, 4.23)  0.0876
H (-3.92, -0.13, -0.66)  0.0889
H (-1.94, 2.32, -2.72)  0.0613
Pt (1.48, -0.43, 0.39)  0.5126
H (-2.62, 0.00, -1.84)  0.0325
H (-3.57, 2.41, -3.40)  0.0901
H (-0.13, -0.55, 3.09)  0.0594
C (-2.97, 2.63, -2.52)  -0.0207
C (1.01, 3.49, -0.86)  -0.6283
S (-0.82, -0.08, 0.50)  0.3183
H (2.86, 3.39, -1.97)  0.1003
H (1.92, 2.59, 0.89)  0.0749
H (6.76, -2.00, 3.21)  0.0966
H (1.02, 4.07, 1.23)  0.0743
C (5.73, -1.72, 3.08)  -0.1656
H (-0.11, 5.32, -0.69)  0.0916
O (-2.71, 2.18, -0.17)  -0.1457
C (-0.20, 2.80, 3.84)  -0.0172
H (-1.99, 0.85, 3.13)  0.0502
Br (6.50, -1.42, 0.35)  0.7842

=====

The following is a quantum chemistry calculation of C48H40IrN5O3S5 as an isolated structure, from the Open Molecules 2025 dataset.

Output
Max |F|   2.48 eV/Å
Charge   -1
<S²>   1.039
Orbital gap (spin up / spin down)   0.1925 / 0.1865 Eh
E_LUMO (spin up / spin down)   1.8 / 1.8 eV
HOMO energy (spin up / spin down)   -3.42 / -3.32 eV
Multiplicity   2

Last column: Löwdin charge in e.
Atoms and positions in Å:
C (3.99, -0.51, -1.73)  0.0020
H (6.77, 0.33, -3.49)  0.0955
C (4.31, -5.12, -0.59)  -0.0926
H (-7.22, -2.48, 1.95)  0.0907
H (6.44, -3.85, 5.30)  0.0966
H (-2.49, 3.86, -4.01)  0.0959
H (-2.07, 0.00, -3.17)  0.0865
C (4.81, 1.11, -3.87)  -0.1061
C (3.49, 1.10, -3.46)  -0.4694
H (7.68, 0.34, 3.54)  0.0942
H (1.24, 2.39, -0.36)  0.0440
C (0.19, -2.68, -2.02)  -0.1022
C (-4.08, -1.74, -0.17)  -0.1750
C (0.64, -2.03, -0.87)  -0.1913
N (1.73, 0.41, -2.08)  0.0676
C (3.05, 0.28, -2.39)  -0.3087
H (-3.69, 3.27, -1.92)  0.1041
H (6.71, 1.84, 3.52)  0.0963
C (-2.87, -1.42, -0.96)  -0.3206
O (2.52, 3.14, 1.07)  -0.0806
H (4.60, -4.73, -1.57)  0.0986
S (-1.78, 2.39, 3.19)  -0.0203
C (-2.45, -0.97, -3.41)  -0.0300
H (-2.92, -3.01, -6.07)  0.0920
S (-0.96, 2.52, 1.44)  0.1141
C (-2.21, 1.86, -1.30)  -0.1958
C (2.02, 2.48, 2.16)  -0.2930
C (-3.45, -3.05, -2.73)  -0.0352
H (-2.80, 1.56, -0.45)  0.0758
C (2.00, 3.28, 3.30)  -0.0309
C (2.38, -0.86, 1.48)  -0.3720
H (2.32, 4.31, 3.18)  0.1165
C (1.18, 1.49, 4.62)  -0.1144
C (-6.34, -2.29, 1.35)  -0.1077
H (2.25, -5.36, -2.16)  0.0997
C (3.78, -2.93, 3.43)  -0.0159
C (-2.45, -1.41, -4.73)  -0.0797
C (-2.74, 2.81, -2.15)  -0.0733
C (-0.82, 2.61, -3.56)  -0.0765
H (0.90, -0.35, 3.59)  0.0234
C (1.72, -2.61, -0.22)  -0.2088
H (2.89, 1.71, -0.37)  0.0744
Ir (-0.17, -0.21, -0.22)  1.1829
H (7.11, -1.55, 4.83)  0.1014
H (3.91, -6.14, -0.72)  0.0887
H (4.31, -4.74, 4.42)  0.1008
H (0.36, -4.33, -3.37)  0.0988
C (1.81, -4.45, -1.80)  -0.0397
S (2.16, 2.02, -4.09)  1.0805
H (-7.46, -1.64, -0.35)  0.0920
H (2.61, 3.39, -0.91)  0.1047
H (6.69, 0.79, 4.96)  0.0984
C (1.61, 1.14, 2.24)  -0.2981
H (-0.61, -2.24, -2.59)  0.0677
C (6.18, -1.93, 4.41)  -0.0311
N (-1.85, -0.93, -0.40)  -0.0965
H (-0.28, 2.87, -4.46)  0.0765
C (4.61, -3.73, 4.19)  -0.0945
C (0.74, -3.87, -2.47)  -0.0823
C (1.21, 0.68, 3.51)  -0.1228
C (5.80, -3.24, 4.69)  -0.1028
H (5.13, 1.73, -4.70)  0.1009
H (-2.97, -2.44, 1.50)  0.0006
C (1.12, 1.28, -2.83)  -0.4935
H (2.82, -3.31, 3.11)  0.1209
H (-5.46, -1.15, -1.71)  0.1140
C (4.15, -1.62, 3.12)  -0.1515
C (5.31, -0.48, -2.14)  -0.0882
H (3.63, 0.25, 2.61)  0.1452
H (-2.06, -0.76, -5.50)  0.0996
N (3.39, -0.71, 2.42)  0.1522
S (-1.01, -1.61, 2.72)  -0.0040
C (-0.22, 1.72, -2.64)  -0.2731
C (-3.43, -3.49, -4.04)  -0.0893
H (3.15, -2.66, 1.17)  0.1097
C (-2.94, -1.79, -2.40)  -0.1931
C (6.75, 0.81, 3.87)  -0.0847
H (-3.82, -4.47, -4.28)  0.0953
C (5.73, 0.32, -3.19)  -0.1031
O (3.40, -4.27, 0.05)  -0.1209
C (2.31, -3.82, -0.68)  -0.2162
C (-6.47, -1.81, 0.06)  -0.1013
N (1.60, 0.15, 1.21)  0.0286
C (-2.05, 3.16, -3.31)  -0.0961
C (-5.35, -1.54, -0.70)  -0.0430
S (-2.34, -0.46, 3.54)  -0.0286
C (5.37, -1.13, 3.63)  -0.2025
C (-5.07, -2.51, 1.88)  -0.0916
N (2.39, -2.07, 0.88)  0.1396
C (2.30, 2.61, -0.21)  -0.0833
H (1.58, 3.46, 5.39)  0.0998
H (6.04, -1.09, -1.62)  0.0991
H (5.18, -5.17, 0.06)  0.0909
H (-3.82, -3.69, -1.95)  0.1203
C (-0.93, 1.31, -1.48)  -0.2637
H (3.69, -1.14, -0.91)  0.0933
H (-4.96, -2.88, 2.89)  0.0989
O (5.63, 0.18, 3.29)  -0.0900
C (1.58, 2.81, 4.53)  -0.1037
C (-2.93, -2.67, -5.04)  -0.1052
C (-3.95, -2.25, 1.12)  -0.0794
H (0.83, 1.08, 5.56)  0.1045

=====

The following is a quantum chemistry calculation of a 8-piece molecular cluster, C28H44N4O12 overall, from the Open Molecules 2025 dataset.

Output
Max |F|   5.13 eV/Å
Structure (SMILES)   O=C1OCCO1.O=C1OCCO1.O=C1OCCO1.O=C1OCCO1.CCCC#N.CCCC#N.CCCC#N.CCCC#N
Orbital gap   0.3892 Eh
E_LUMO   0.0 eV
HOMO energy   -10.55 eV
Multiplicity   1

Last column: Löwdin charge in e.
Atoms and positions in Å:
H (0.38, -1.84, -5.30)  0.1141
H (-0.46, -2.57, -3.98)  0.1114
O (-2.57, 2.59, 3.91)  0.0163
H (-1.38, -0.33, -5.77)  0.1294
C (4.51, 2.58, -1.10)  -0.5530
C (1.50, -3.84, 2.78)  -0.0588
H (-1.17, -0.65, -0.91)  0.0839
C (-0.29, 1.04, -0.14)  -0.0894
O (5.07, 2.17, -0.18)  0.2125
H (5.31, -0.58, 0.64)  0.1417
H (-2.70, -3.27, -1.94)  0.0593
H (-0.05, 1.44, -1.11)  0.0596
H (0.60, 0.26, -4.12)  0.0845
H (-0.98, -0.79, 0.86)  0.0771
C (-2.08, 1.25, 3.61)  -0.1188
H (6.40, -1.43, -1.40)  0.1360
C (-2.64, -0.75, -4.19)  -0.2196
C (-2.96, -3.80, -1.03)  -0.0962
H (-0.41, -4.59, 2.00)  0.1032
H (-4.53, -3.83, 0.49)  0.1103
C (0.81, -1.21, -0.12)  -0.1635
C (-1.62, -1.18, -5.11)  -0.1888
H (-0.85, 4.40, 2.81)  0.0927
H (4.57, 3.24, -3.85)  0.1374
C (-0.84, 4.52, 1.73)  -0.2256
H (-0.33, -0.45, -2.70)  0.0556
H (-0.58, 6.65, 1.27)  0.0747
C (-4.10, -1.08, 0.35)  -0.1841
C (5.35, -1.72, -1.33)  -0.1255
H (4.84, -1.48, -2.24)  0.1225
H (3.96, -0.39, -0.51)  0.0959
C (0.63, -2.67, -0.27)  -0.2015
H (3.61, 4.72, -3.30)  0.1456
H (-5.07, -3.98, -1.16)  0.1032
H (0.83, 5.87, 2.08)  0.0724
C (-2.36, 4.55, 1.36)  -0.1872
C (-2.74, 4.97, 0.02)  -0.2365
O (5.25, -3.14, -1.20)  0.0655
C (-1.96, 0.60, 4.98)  -0.1165
H (-2.02, -1.98, -5.74)  0.1232
C (0.01, 5.74, 1.36)  -0.0957
O (4.09, -4.45, 0.24)  0.1568
H (1.46, -0.97, -0.94)  0.0861
C (0.56, -1.76, 2.92)  -0.5742
H (-2.19, -3.58, -0.29)  0.0375
O (3.98, -2.21, 0.40)  0.0356
H (-2.85, 0.02, 5.25)  0.1350
H (1.33, -0.99, 0.84)  0.1135
H (-2.82, 0.78, 2.94)  0.0885
C (-0.30, -1.61, -4.47)  -0.2629
O (3.40, 1.94, -1.67)  -0.0032
O (1.76, -2.39, 3.04)  0.0580
C (4.41, -3.37, -0.14)  -0.5602
O (-1.88, 1.72, 5.85)  0.0596
H (-2.88, 5.22, 2.06)  0.1249
C (3.98, 3.70, -3.04)  -0.1002
N (0.43, -3.79, -0.31)  0.1913
H (-0.44, 3.61, 1.30)  0.0788
H (-2.78, 3.57, 1.50)  0.0975
O (-0.51, -2.58, 2.63)  0.0175
C (-4.80, -1.97, -0.58)  -0.1787
H (1.93, -4.38, 3.62)  0.1169
H (-1.28, 1.48, 0.13)  0.0788
H (-2.98, -4.89, -1.17)  0.0789
O (0.41, -0.58, 3.06)  0.1333
H (1.23, -1.12, -3.09)  0.0664
O (4.76, 3.70, -1.83)  0.0628
H (-5.88, -1.91, -0.43)  0.1207
C (4.71, -1.07, -0.15)  -0.0848
H (0.47, 5.57, 0.38)  0.0637
N (-3.49, -0.46, -3.47)  0.1732
H (-1.14, 1.28, 3.04)  0.1076
N (-2.96, 5.33, -1.06)  0.1261
H (-4.55, -1.54, -1.55)  0.0742
O (-2.14, 3.93, 5.67)  0.1932
C (-0.07, -3.94, 2.79)  -0.1122
C (-0.53, -0.45, -0.06)  -0.2684
H (1.97, 3.15, -2.28)  0.1375
C (2.88, 2.72, -2.73)  -0.1513
N (-3.57, -0.30, 1.00)  0.1787
C (-2.18, 2.87, 5.21)  -0.5874
H (2.62, 1.99, -3.48)  0.1219
H (-1.04, 0.03, 5.11)  0.1199
C (0.37, -0.64, -3.53)  -0.0930
H (1.98, -4.25, 1.84)  0.1139
C (-4.37, -3.44, -0.52)  -0.2535
H (0.45, 1.25, 0.64)  0.0827
H (-0.48, -4.26, 3.76)  0.1312

=====

Calculated energy above the lowest of the compared OMol25 structures with the same formula, charge and spin (kJ/mol), listed in the same order as above: 85.02; 17.85; 64.90; 0.00